A molecular structure, C46H43BrClN13O6S2Sn. Source: the Open Molecules 2025 dataset; level of theory: the ωB97M-V functional and the def2-TZVPD basis.

Lowest unoccupied orbital energy (eV): -0.39
HOMO energy (eV): -7.33
Spin multiplicity: 1
Frontier orbital gap (eV): 6.9

Each line ends with the Mulliken charge.
CARTESIAN COORDINATES (ANGSTROEM)
Sn  -0.328  0.294  -0.353  2.3397
Br  0.060  8.075  -11.443  -0.1952
C  0.062  7.011  -9.874  0.1447
C  0.173  5.633  -9.982  -0.6547
C  0.172  4.855  -8.837  -0.1717
C  0.050  5.450  -7.583  0.0122
C  -0.077  6.834  -7.499  -0.0902
C  -0.062  7.622  -8.639  -0.5419
N  0.023  4.747  -6.352  -0.3883
N  0.305  3.550  -6.474  -0.0179
C  0.291  2.726  -5.351  -0.2513
C  0.355  1.374  -5.661  -0.0876
C  0.276  0.362  -4.716  -1.3405
C  0.109  0.653  -3.365  0.5309
O  -0.020  -0.266  -2.469  -0.7826
C  0.089  2.059  -3.005  0.1906
N  -0.056  2.307  -1.686  0.4186
C  -0.051  3.542  -1.234  -0.6455
C  0.163  4.628  -2.090  -1.0245
C  0.292  4.407  -3.438  -0.5734
C  0.211  3.093  -3.961  0.4267
H  0.267  5.174  -10.957  0.3923
H  0.263  3.780  -8.902  0.3917
H  -0.182  7.284  -6.519  0.4055
H  -0.142  8.699  -8.567  0.3917
H  0.434  1.120  -6.711  0.4636
H  0.323  -0.678  -5.011  0.4774
H  -0.198  3.672  -0.165  0.6744
H  0.225  5.629  -1.679  0.4839
H  0.446  5.227  -4.117  0.5274
O  2.229  -4.548  3.872  -0.5855
C  1.680  -3.634  4.655  0.4286
O  1.886  -3.611  5.841  -0.6169
C  0.779  -2.630  3.998  0.0032
C  -0.118  -1.827  4.673  -0.2584
Cl  -0.510  -1.944  6.322  -0.1915
N  -0.714  -1.002  3.766  0.0822
N  -0.214  -1.220  2.532  1.1514
C  0.661  -2.184  2.650  0.0484
C  1.417  -2.707  1.459  0.5535
O  1.619  -3.936  1.386  -0.9418
O  1.174  -2.018  0.216  -0.4450
C  -1.716  0.019  3.893  0.4287
C  -2.264  0.519  2.717  0.6291
C  -3.213  1.524  2.759  -0.4035
C  -3.640  2.040  3.975  -0.8648
C  -3.097  1.537  5.145  -0.8859
C  -2.137  0.534  5.114  -0.8309
H  1.944  -4.438  2.922  0.4007
H  -1.931  0.127  1.768  -0.1506
H  -3.611  1.915  1.829  0.4124
H  -4.374  2.836  4.007  0.4369
H  -3.413  1.929  6.104  0.3849
H  -1.723  0.182  6.040  0.3180
N  -5.322  0.078  0.205  -0.0273
C  -5.530  1.401  -0.105  -0.6901
C  -4.359  1.830  -0.655  -0.5131
N  -3.446  0.803  -0.687  -0.0018
C  -4.048  -0.239  -0.163  0.0192
C  -3.446  -1.563  -0.034  -0.0871
N  -2.156  -1.821  -0.085  0.4702
C  -2.029  -3.187  0.007  -0.6616
C  -3.257  -3.760  0.139  -0.9926
N  -4.152  -2.718  0.117  -0.1019
H  -5.983  -0.518  0.670  0.2017
H  -6.464  1.901  0.095  0.4127
H  -4.117  2.805  -1.050  0.4369
H  -1.056  -3.656  -0.009  0.5202
H  -3.565  -4.787  0.245  0.4329
H  -5.151  -2.814  0.139  0.1823
C  2.677  6.089  1.750  -1.0021
C  3.769  5.347  0.983  -0.6316
C  3.458  3.871  0.751  -0.2808
N  3.535  3.063  1.967  0.2131
C  2.493  2.498  2.584  0.2249
S  0.887  2.914  2.384  -0.2539
N  2.764  1.521  3.537  0.0296
C  3.840  0.728  3.943  -0.0456
O  3.666  0.038  4.927  -0.6489
C  5.148  0.652  3.216  0.1857
C  5.260  0.587  1.828  1.1745
C  6.496  0.339  1.242  -1.5433
C  7.620  0.151  2.031  -0.5650
C  7.508  0.207  3.417  -0.6016
C  6.279  0.441  4.005  -0.9031
H  2.934  7.144  1.861  0.4040
H  2.534  5.665  2.744  0.2485
H  1.724  6.017  1.221  0.1695
H  4.719  5.428  1.520  0.3072
H  3.909  5.813  0.004  0.4051
H  4.170  3.450  0.037  0.3537
H  2.460  3.749  0.338  -0.0842
H  4.449  2.709  2.197  0.3123
H  1.945  1.309  4.087  0.1085
H  4.382  0.662  1.195  0.7279
H  6.565  0.269  0.162  0.4949
H  8.578  -0.055  1.570  0.4118
H  8.378  0.038  4.039  0.4138
H  6.173  0.451  5.082  0.4848
C  4.173  -2.580  1.556  -1.2186
N  2.961  -1.779  1.419  0.8944
C  2.463  -1.361  0.045  -0.3674
S  2.319  0.434  -0.096  -0.4126
N  3.256  -1.857  -1.012  -0.2935
C  3.170  -3.270  -1.417  -1.0018
H  4.538  -2.496  2.578  0.3076
H  4.938  -2.239  0.858  0.3466
H  3.923  -3.620  1.348  0.4365
H  2.949  -0.969  2.026  -0.3221
H  3.219  -1.221  -1.789  0.3776
H  2.558  -3.832  -0.718  0.2596
H  4.166  -3.715  -1.439  0.2988
H  2.721  -3.360  -2.406  0.3755

---

A molecular structure, C24H27NOSiYb at a distorted geometry. Source: the Open Molecules 2025 dataset; level of theory: the ωB97M-V functional and the def2-TZVPD basis.

Total charge: +1
Lowest unoccupied orbital energy (spin up / spin down) (eV): -3.01 / -4.02
HOMO energy (spin up / spin down) (eV): -9.78 / -10.66
Spin multiplicity: 2
Frontier orbital gap (spin up / spin down) (eV): 6.8 / 6.6

Each line ends with the Löwdin spin population.
CARTESIAN COORDINATES (ANGSTROEM)
C  -2.454  0.536  3.944  0.0001
C  -3.029  0.849  2.685  0.0004
C  -3.034  -0.335  1.895  0.0011
H  -3.531  1.788  2.437  0.0000
C  -2.468  -1.387  2.676  0.0005
C  -2.103  -0.839  3.938  0.0001
H  -1.747  -1.403  4.801  0.0000
H  -2.439  1.190  4.818  0.0000
H  -3.501  -0.445  0.915  0.0001
H  -2.419  -2.440  2.400  0.0000
Yb  -0.590  0.221  2.208  0.0270
C  2.628  -1.629  -1.154  0.1011
H  2.577  -2.544  -1.753  0.0027
H  3.006  -1.929  -0.157  0.0030
H  1.604  -1.153  -0.923  0.0751
Si  0.506  -0.452  -2.505  0.4674
C  0.587  1.096  -3.580  0.0790
C  -0.598  1.855  -3.623  0.0269
H  -1.461  1.517  -3.048  0.0014
C  -0.675  3.026  -4.379  -0.0027
H  -1.608  3.584  -4.400  -0.0005
C  0.426  3.463  -5.124  0.0229
H  0.362  4.383  -5.711  0.0014
C  1.612  2.717  -5.104  -0.0004
H  2.469  3.054  -5.698  -0.0002
C  1.698  1.534  -4.347  0.0240
H  2.616  0.937  -4.343  0.0008
C  -0.872  -1.521  -3.140  0.0933
C  -1.401  -1.369  -4.443  0.0217
H  -1.222  -0.460  -5.025  0.0010
C  -2.127  -2.419  -5.029  0.0028
H  -2.556  -2.302  -6.030  0.0005
C  -2.282  -3.634  -4.348  0.0086
H  -2.766  -4.491  -4.834  0.0005
C  -1.803  -3.767  -3.031  -0.0011
H  -1.954  -4.704  -2.485  -0.0001
C  -1.119  -2.716  -2.417  0.0163
H  -0.698  -2.820  -1.414  0.0045
H  3.306  -0.881  -1.589  0.0007
H  1.663  -1.309  -3.051  0.0155
O  0.695  2.103  2.251  0.0036
C  1.340  2.548  3.497  0.0002
C  1.536  1.380  4.422  0.0001
C  2.375  1.525  5.535  0.0000
C  2.624  0.418  6.340  0.0000
C  2.030  -0.795  5.996  0.0000
C  1.186  -0.859  4.886  0.0000
N  0.935  0.218  4.099  0.0001
H  0.660  2.852  1.622  0.0003
H  2.319  2.974  3.250  0.0000
H  0.706  3.304  3.984  0.0000
H  2.796  2.517  5.713  0.0000
H  3.267  0.513  7.216  0.0000
H  2.215  -1.697  6.571  0.0000
H  0.716  -1.801  4.583  0.0000

---

A single C2H3N3OS molecule at a distorted geometry. Source: the Open Molecules 2025 dataset; level of theory: the ωB97M-V functional and the def2-TZVPD basis.

Lowest unoccupied orbital energy (eV): 0.77
HOMO energy (eV): -9.04
Spin multiplicity: 1
Frontier orbital gap (eV): 9.8
SMILES: [H]/N=c1\ocnn1S

Each line ends with the Mulliken charge.
CARTESIAN COORDINATES (ANGSTROEM)
H  1.171  2.607  -0.171  0.2523
N  0.301  2.059  0.032  -0.6588
C  0.576  0.804  0.005  0.5858
O  1.821  0.207  -0.014  -0.3576
C  1.600  -1.141  0.021  0.0187
N  0.377  -1.474  -0.002  -0.5508
N  -0.330  -0.255  -0.009  0.3049
S  -1.970  -0.173  -0.081  -0.1365
H  2.474  -1.777  0.073  0.4107
H  -2.177  0.001  1.211  0.1313